{"formula": "C22H26N4O3", "method": "ωB97M-V with the def2-TZVPD basis set", "total_energy_ha": -1298.01000, "homo_lumo_gap_ha": 0.324, "homo_ev": -8.3, "charge": 0, "de_lowest_ev": 21.1488, "lumo_energy_ev": 0.545, "symbols": ["C", "O", "C", "C", "C", "C", "C", "C", "O", "C", "H", "H", "H", "H", "C", "C", "N", "O", "C", "N", "C", "N", "C", "C", "H", "H", "C", "C", "C", "C", "N", "C", "C", "H", "H", "H", "H", "C", "C", "H", "H", "H", "H", "H", "H", "H", "H", "H", "H", "H", "H", "H", "H", "H", "H"], "positions_angstrom": [[-3.98336, -0.20830, -1.28357], [-3.79441, 0.49758, -0.16107], [-2.64591, 1.26289, 0.14594], [-2.59768, 1.39345, 1.50518], [-1.51644, 1.89891, 1.88022], [-0.60567, 2.41479, 1.21894], [-0.79714, 2.16414, -0.02986], [-1.83949, 1.66196, -0.83734], [-2.05451, 1.46459, -2.15704], [-1.05064, 1.97786, -2.96773], [-1.11096, 3.31062, -2.82150], [-1.57041, 1.87857, -4.05401], [-0.06018, 1.42860, -2.95756], [0.09413, 2.72581, -0.81706], [0.71774, 3.11541, 1.54322], [1.74609, 2.11738, 1.57357], [2.36082, 1.22861, 2.42896], [3.17562, 0.52536, 1.81074], [3.26825, 1.01705, 0.37020], [2.29984, 1.92634, 0.32741], [3.91998, 0.15512, -0.66976], [3.20405, -0.89303, -1.02068], [2.09824, -0.62526, -1.86296], [0.75953, -0.72404, -0.90320], [0.79210, 0.24275, -0.63300], [0.03967, -0.66802, -1.74614], [0.74412, -2.26522, -0.28024], [-0.47042, -1.90526, 0.54339], [-1.71830, -2.81383, 0.29823], [-2.73550, -2.77729, 1.05654], [-2.82469, -1.95666, 2.07117], [-1.79998, -1.40564, 2.36102], [-0.56375, -1.29368, 1.77378], [0.20589, -0.86266, 2.08923], [-1.88739, -0.91030, 3.42661], [-3.62404, -3.07595, 0.74521], [-1.60665, -3.35327, -0.89576], [2.01402, -2.24972, 0.80467], [3.21969, -2.15343, -0.36677], [4.03929, -2.16966, 0.29574], [3.27546, -3.10949, -0.93302], [1.95457, -1.43188, 1.54766], [1.89837, -3.28251, 1.06872], [0.60947, -3.05238, -0.96460], [2.09310, 0.28861, -2.48958], [2.19676, -1.58311, -2.70080], [4.97367, -0.28895, -0.06233], [4.34211, 0.71374, -1.34535], [0.68580, 3.44510, 2.63099], [0.82063, 4.10692, 1.16017], [-1.42025, 2.28857, 3.04693], [-3.41270, 1.12309, 2.13414], [-3.96138, 0.51635, -2.32727], [-3.09223, -0.92968, -1.41881], [-4.80494, -0.90094, -1.15155]], "forces_ev_per_angstrom": [[2.6, -0.5, -4.6], [-0.6, 1.8, 2.3], [-6.7, -4.5, -1.8], [-4.5, -2.1, -2.4], [-0.3, 2.7, 15.3], [7.5, 3.7, -3.2], [4.9, 3.4, -12.7], [1.8, 0.4, 3.4], [1.0, 0.1, 1.1], [-1.7, 3.7, -3.6], [1.1, -4.1, -0.3], [1.7, 0.1, 2.3], [-1.0, 1.1, 0.3], [-2.3, -1.8, 2.3], [-2.9, 0.3, 5.9], [4.6, -3.0, -1.9], [-5.2, 4.6, 1.8], [3.8, -1.5, -4.8], [-4.0, 1.5, 3.5], [3.0, -1.6, -1.3], [4.4, -1.2, 8.3], [-1.4, -2.9, -2.7], [-1.7, -3.9, -1.7], [2.2, -5.0, -7.5], [-0.3, 2.7, 3.4], [-0.6, -0.4, 0.7], [-0.1, 8.1, 4.8], [-3.5, -5.9, 0.8], [8.1, 0.7, -7.5], [-2.0, 0.9, 0.2], [-5.6, -2.9, 0.3], [5.0, 6.0, 7.7], [-4.6, -4.1, -5.5], [5.8, 4.0, 3.5], [0.5, -0.3, -1.9], [-3.8, -2.5, -1.3], [-0.9, 1.2, 4.0], [-0.9, -1.1, -5.9], [-1.3, 0.0, 3.7], [1.7, 0.1, 0.3], [-0.5, 1.0, -0.3], [0.3, -0.9, -0.7], [0.7, -0.4, 1.4], [0.2, -0.7, -0.9], [0.5, -0.2, 0.8], [-1.0, 2.5, 1.9], [-2.7, 1.3, -1.5], [1.8, 3.2, -4.3], [-0.6, -0.5, -0.6], [0.7, 0.0, -1.5], [-0.5, -1.6, -2.2], [-0.3, -0.4, 0.1], [-0.8, -2.4, 2.8], [-0.9, 0.9, -0.2], [-0.7, 0.5, -0.2]], "nbo_charge": [-0.233, -0.543, 0.344, -0.298, -0.078, -0.153, -0.175, 0.182, -0.490, -0.272, 0.185, 0.208, 0.197, 0.191, -0.446, 0.260, -0.082, -0.269, 0.441, -0.487, -0.207, -0.492, -0.189, -0.472, 0.257, 0.204, -0.220, 0.094, -0.207, -0.057, -0.424, 0.117, -0.310, 0.201, 0.154, 0.191, 0.189, -0.411, -0.207, 0.209, 0.206, 0.234, 0.214, 0.232, 0.213, 0.164, 0.196, 0.210, 0.233, 0.261, 0.168, 0.256, 0.169, 0.152, 0.191]}


{"formula": "C22H26N4O3", "method": "ωB97M-V with the def2-TZVPD basis set", "total_energy_ha": -1297.93757, "homo_lumo_gap_ha": 0.311, "homo_ev": -8.2, "charge": 0, "de_lowest_ev": 23.1197, "lumo_energy_ev": 0.255, "symbols": ["C", "H", "O", "C", "C", "C", "C", "C", "C", "H", "H", "C", "N", "O", "C", "N", "C", "H", "H", "C", "C", "O", "N", "H", "C", "C", "N", "C", "H", "H", "H", "C", "C", "C", "C", "C", "C", "C", "H", "H", "H", "H", "H", "H", "H", "H", "H", "H", "H", "H", "H", "H", "H", "H", "H"], "positions_angstrom": [[-4.38331, -3.25535, -2.02297], [-5.33533, -3.53396, -2.08640], [-3.85682, -3.14358, -0.79043], [-2.66891, -2.96135, -0.51082], [-2.35383, -3.11241, 0.71995], [-1.15286, -2.72384, 1.32122], [-0.21526, -2.44326, 0.48573], [-0.48814, -2.29418, -1.15158], [-1.80586, -2.59498, -1.52821], [-1.94933, -2.65776, -2.49468], [0.22824, -1.87162, -1.74229], [1.10784, -1.86547, 0.62842], [1.66949, -2.18596, 1.85048], [2.95962, -1.48437, 1.94021], [3.18626, -1.31370, 0.49170], [2.10205, -1.55511, -0.01897], [4.57601, -0.98243, 0.27063], [4.85216, -0.14262, 1.03271], [5.32933, -1.56637, 0.19364], [4.51648, -0.16841, -1.07127], [3.81899, 1.14689, -1.27937], [4.37403, 2.28148, -0.92734], [2.52160, 1.21236, -1.28880], [2.00079, 0.25432, -1.05630], [1.70000, 2.44371, -1.43929], [1.11492, 2.34361, 0.16952], [0.22602, 0.95958, 0.43661], [0.00614, 1.13926, 1.82488], [-0.71279, 0.04762, 2.12142], [-0.51094, 1.79720, 2.38312], [0.93238, 0.94872, 2.31836], [-1.04641, 1.05390, -0.47590], [-1.98316, 2.20967, -0.03115], [-1.99145, 3.25686, -0.74837], [-2.87898, 4.33911, -0.39826], [-3.74142, 4.42699, 0.63761], [-3.81951, 3.01991, 1.09650], [-2.96966, 2.01485, 1.21063], [-3.04568, 1.09240, 1.47935], [-4.69837, 2.98992, 2.13951], [-4.38561, 4.94446, 1.01511], [-2.93620, 5.41675, -0.69563], [-1.34860, 3.48832, -1.49078], [-1.51426, -0.03730, -0.11938], [-0.84008, 1.16809, -1.47680], [0.61633, 3.19438, 0.26267], [1.90629, 2.22836, 0.97543], [1.09178, 2.13947, -1.96079], [2.38368, 3.23392, -1.40882], [5.44832, -0.00371, -1.45543], [4.06889, -0.84104, -1.92857], [-0.80031, -2.59913, 2.26184], [-2.95784, -3.11918, 1.49140], [-4.25576, -2.35711, -2.47971], [-3.76702, -4.07153, -2.57096]], "forces_ev_per_angstrom": [[4.9, -2.5, -2.0], [-4.0, -1.1, 0.7], [-7.9, -1.5, 1.8], [2.9, 0.6, -3.6], [4.1, 0.8, 4.9], [-0.7, -0.9, -2.2], [3.8, 3.6, -10.8], [-4.2, -2.2, 6.1], [5.9, 0.8, 4.0], [-1.6, 0.1, -4.7], [1.9, 0.6, -1.6], [-1.1, -5.2, 11.1], [-1.0, 2.7, 2.3], [-2.3, -2.7, -3.4], [1.0, -0.9, 7.3], [3.6, 3.4, -12.1], [-4.5, 9.3, -1.1], [-0.5, -1.7, -0.9], [4.3, -4.9, -0.2], [-2.0, -2.1, -3.0], [1.7, 4.7, 5.2], [0.3, -3.0, -2.2], [-2.8, -4.2, -1.8], [1.1, 2.8, -1.0], [10.9, 0.2, 15.3], [2.0, -4.8, -2.0], [0.7, 5.3, -3.3], [-1.3, -8.0, 0.5], [2.0, 2.8, -0.5], [-2.0, 3.4, 0.7], [0.7, -0.2, 0.4], [-1.2, -2.3, 6.8], [-0.2, -6.8, 4.3], [-3.0, 5.4, 0.1], [-0.5, 5.1, 0.3], [7.3, -12.9, -4.0], [-5.0, 2.3, 8.1], [3.6, 5.6, -8.0], [-0.8, -5.3, 2.5], [2.0, -0.2, -3.2], [-6.7, 6.9, 3.4], [1.6, -1.0, -1.8], [2.0, 0.1, -2.6], [0.7, 2.8, -1.7], [0.8, -0.3, -2.2], [-2.9, 3.4, 1.2], [-0.5, 0.5, -1.6], [-11.5, -3.6, -10.3], [0.4, 1.5, -1.0], [2.8, 0.5, -0.6], [0.6, 0.7, 1.7], [-0.3, -0.2, 3.6], [-4.5, -1.1, 2.8], [0.2, 2.6, -2.1], [-1.0, 1.2, 0.3]], "nbo_charge": [-0.217, 0.194, -0.457, 0.319, -0.279, -0.176, -0.064, -0.122, -0.302, 0.211, 0.205, 0.332, -0.146, -0.345, 0.571, -0.538, -0.442, 0.259, 0.237, -0.467, 0.625, -0.710, -0.600, 0.438, -0.192, -0.209, -0.464, -0.395, 0.141, 0.194, 0.213, -0.246, 0.033, -0.298, -0.165, -0.206, -0.116, -0.237, 0.208, 0.144, 0.194, 0.216, 0.211, 0.221, 0.196, 0.166, 0.215, 0.154, 0.265, 0.236, 0.204, 0.244, 0.219, 0.170, 0.157]}


{"formula": "C22H26N4O4", "method": "ωB97M-V with the def2-TZVPD basis set", "smiles": "CCOc1ccccc1NC(=O)N1CCC[C@H]1C(=O)Nc1ccc(NC(C)=O)cc1", "total_energy_ha": -1374.00479, "homo_lumo_gap_ha": 0.310, "homo_ev": -7.7, "charge": 0, "de_lowest_ev": 0.0000, "lumo_energy_ev": 0.697, "symbols": ["C", "C", "O", "C", "C", "C", "C", "C", "C", "N", "C", "O", "N", "C", "C", "C", "C", "C", "O", "N", "C", "C", "C", "C", "N", "C", "C", "O", "C", "C", "H", "H", "H", "H", "H", "H", "H", "H", "H", "H", "H", "H", "H", "H", "H", "H", "H", "H", "H", "H", "H", "H", "H", "H", "H", "H"], "positions_angstrom": [[-5.80672, -3.31848, -1.25427], [-6.07642, -1.84314, -0.97381], [-4.89039, -1.08307, -0.85952], [-4.12118, -1.19284, 0.26634], [-4.46353, -1.87024, 1.42512], [-3.59077, -1.90159, 2.50359], [-2.36083, -1.28017, 2.42590], [-2.00256, -0.60261, 1.27144], [-2.87972, -0.52916, 0.19865], [-2.57002, 0.13609, -0.98728], [-1.54036, 1.02250, -1.22606], [-0.86020, 0.92462, -2.24453], [-1.34543, 2.01386, -0.32858], [-2.29081, 2.45494, 0.68393], [-1.62028, 3.67908, 1.30059], [-0.84334, 4.27973, 0.13309], [-0.34724, 3.04605, -0.61315], [1.03576, 2.57977, -0.10528], [1.59276, 3.09678, 0.83880], [1.50011, 1.54638, -0.84275], [2.67766, 0.81246, -0.68200], [2.89445, -0.25109, -1.55712], [4.03752, -1.01423, -1.45698], [4.99214, -0.73541, -0.47957], [6.13213, -1.54685, -0.43189], [7.19206, -1.49857, 0.42604], [8.22085, -2.57147, 0.12007], [7.31466, -0.70417, 1.32889], [4.77490, 0.32472, 0.39483], [3.62975, 1.09099, 0.29418], [-5.25091, -3.77340, -0.43795], [-6.74873, -3.84543, -1.37740], [-5.22347, -3.42140, -2.16604], [-6.60141, -1.39320, -1.82119], [-6.70115, -1.72287, -0.08053], [-5.41296, -2.37479, 1.50891], [-3.87883, -2.42920, 3.39978], [-1.67113, -1.32588, 3.25411], [-1.02767, -0.14505, 1.18958], [-2.89257, -0.34050, -1.82044], [-2.47866, 1.67699, 1.42554], [-3.24455, 2.71645, 0.20857], [-2.34194, 4.36931, 1.73149], [-0.91977, 3.36772, 2.07508], [-0.00742, 4.88984, 0.46803], [-1.49668, 4.87464, -0.50539], [-0.28231, 3.20056, -1.69670], [0.89005, 1.22512, -1.59571], [2.15785, -0.47334, -2.31573], [4.19452, -1.83573, -2.14284], [6.15609, -2.26738, -1.14058], [8.60724, -2.44568, -0.88935], [9.04006, -2.48973, 0.82808], [7.77215, -3.55915, 0.20542], [5.50696, 0.54624, 1.15266], [3.47027, 1.91094, 0.97393]], "forces_ev_per_angstrom": [[0.1, 0.4, 0.1], [-0.4, -0.4, -0.1], [0.4, 0.2, 0.2], [0.2, 0.2, 0.0], [-0.2, 0.0, -0.1], [0.1, 0.0, 0.1], [0.0, 0.0, 0.1], [-0.1, -0.2, -0.1], [-0.1, -0.2, 0.3], [-0.4, -0.1, -0.4], [0.0, 0.0, 0.0], [0.0, 0.0, -0.3], [0.1, 0.0, 0.0], [-0.5, 0.1, 0.4], [0.0, 0.0, -0.1], [0.1, -0.1, 0.1], [0.4, 0.3, -0.2], [-0.4, 0.1, -0.4], [0.2, 0.1, 0.3], [-0.1, -0.2, -0.4], [0.4, -0.1, 0.2], [0.0, 0.1, 0.1], [0.1, 0.1, 0.1], [-0.3, 0.3, 0.1], [-0.1, -0.3, -0.3], [0.2, -0.4, -0.3], [0.1, 0.1, 0.2], [0.0, 0.2, 0.2], [0.2, -0.2, 0.0], [-0.2, 0.1, -0.1], [0.0, -0.1, 0.0], [-0.1, -0.1, 0.0], [0.0, 0.0, -0.1], [0.0, 0.0, 0.2], [0.1, 0.1, -0.1], [-0.1, 0.0, -0.1], [0.0, -0.1, 0.1], [0.1, 0.0, 0.1], [0.1, 0.1, 0.0], [0.2, 0.1, 0.0], [0.0, 0.2, -0.1], [0.0, 0.0, 0.1], [0.0, 0.0, 0.1], [0.0, 0.0, 0.0], [0.0, 0.0, -0.1], [0.0, 0.0, -0.1], [0.0, 0.0, 0.2], [0.0, 0.2, 0.2], [-0.1, 0.0, -0.1], [0.0, -0.1, -0.1], [0.1, 0.1, 0.2], [0.0, 0.0, -0.1], [0.0, 0.0, 0.0], [0.0, -0.1, 0.0], [0.0, 0.0, 0.0], [0.0, 0.0, 0.0]], "nbo_charge": [-0.640, -0.061, -0.518, 0.343, -0.300, -0.215, -0.225, -0.238, 0.086, -0.632, 0.809, -0.688, -0.436, -0.219, -0.410, -0.410, -0.134, 0.683, -0.620, -0.622, 0.120, -0.218, -0.238, 0.134, -0.602, 0.683, -0.713, -0.601, -0.250, -0.174, 0.215, 0.218, 0.215, 0.195, 0.171, 0.216, 0.215, 0.219, 0.227, 0.422, 0.222, 0.193, 0.219, 0.221, 0.248, 0.207, 0.237, 0.439, 0.216, 0.204, 0.392, 0.225, 0.242, 0.224, 0.256, 0.245]}


{"formula": "C22H26N6O7PtS", "method": "ωB97M-V with the def2-TZVPD basis set", "total_energy_ha": -2226.65365, "homo_lumo_gap_ha": [0.267, 0.267], "homo_ev": [-8.6, -8.6], "charge": 0, "de_lowest_ev": 2.2402, "lumo_energy_ev": [-1.344, -1.369], "symbols": ["Pt", "O", "S", "O", "O", "O", "O", "C", "O", "C", "C", "C", "C", "C", "C", "N", "C", "C", "C", "C", "C", "C", "N", "H", "H", "H", "H", "H", "H", "H", "H", "H", "H", "C", "N", "C", "C", "C", "N", "C", "O", "N", "H", "H", "H", "H", "H", "H", "H", "C", "C", "C", "C", "N", "H", "H", "H", "H", "H", "H", "H", "H", "H"], "positions_angstrom": [[-0.24890, 0.21617, 0.41656], [1.61554, 0.68181, 3.63470], [0.35496, 0.42536, 3.01181], [-0.78546, 0.31329, 3.87986], [0.44100, -0.79874, 2.05445], [0.04412, 1.50005, 1.90839], [8.12529, -0.93203, -0.38874], [7.48571, -0.48273, -1.48920], [8.08708, -0.35777, -2.51803], [6.05558, -0.06147, -1.32845], [5.43244, 0.11094, -0.09477], [4.10387, 0.48775, -0.02530], [3.39307, 0.72934, -1.19769], [4.00517, 0.54758, -2.43621], [5.33064, 0.15966, -2.49523], [2.04654, 1.10671, -1.04567], [1.51002, 1.93260, -1.83199], [0.10225, 2.36056, -1.69580], [-0.31273, 3.46191, -2.43089], [-1.60677, 3.93334, -2.30259], [-2.46265, 3.28720, -1.42954], [-2.00386, 2.18694, -0.72843], [-0.75046, 1.72490, -0.87316], [7.51446, -1.02243, 0.35110], [5.96583, -0.02955, 0.83853], [3.59845, 0.60841, 0.92448], [3.43961, 0.67890, -3.35025], [5.82649, 0.01201, -3.44465], [2.05734, 2.44674, -2.62943], [0.39457, 3.94808, -3.08915], [-1.93470, 4.79464, -2.86884], [-3.48071, 3.61634, -1.28032], [-2.63384, 1.63562, -0.03555], [-4.46852, 1.14403, 3.84440], [-3.85055, -0.12353, 3.48683], [-3.58481, -1.05124, 4.43313], [-2.86257, -2.15679, 4.16257], [-2.33778, -2.24597, 2.84180], [-2.61383, -1.36887, 1.90746], [-3.33833, -0.26160, 2.19047], [-3.56993, 0.62285, 1.36439], [-1.52346, -3.27883, 2.49085], [-5.07783, 1.00262, 4.73481], [-5.09056, 1.48222, 3.02192], [-3.69841, 1.89189, 4.03696], [-3.98041, -0.84330, 5.41809], [-2.64052, -2.88517, 4.92639], [-1.05560, -3.75785, 3.24204], [-0.93243, -3.06776, 1.69806], [-1.09628, -0.56880, -2.93952], [-1.20453, -1.60174, -1.81018], [-0.66904, -2.95468, -2.29511], [-2.67899, -1.74489, -1.37565], [-0.50738, -1.26648, -0.60953], [-1.57535, -0.96670, -3.83564], [-0.04979, -0.36707, -3.17784], [-1.59511, 0.36169, -2.68162], [-1.23994, -3.29932, -3.15908], [-0.74905, -3.69604, -1.50108], [0.37952, -2.87165, -2.58504], [-3.24721, -2.04212, -2.25918], [-3.06275, -0.80551, -0.97862], [-2.78850, -2.50148, -0.60203]], "forces_ev_per_angstrom": [[0.6, 0.2, -0.2], [0.1, 0.0, -0.1], [-0.1, -0.1, -0.1], [0.0, 0.0, 0.1], [-0.1, -0.1, 0.1], [0.0, 0.0, 0.1], [0.0, -0.1, 0.0], [0.2, 0.6, 0.2], [-0.1, -0.2, -0.1], [-0.1, -0.2, 0.0], [0.0, 0.0, 0.0], [0.0, 0.0, 0.0], [0.0, 0.0, 0.1], [0.0, 0.0, 0.0], [0.0, 0.0, 0.0], [0.0, 0.0, -0.1], [0.0, 0.1, 0.0], [-0.1, 0.0, 0.0], [0.1, -0.1, 0.0], [-0.1, 0.0, 0.0], [0.0, 0.0, 0.0], [0.1, -0.1, -0.1], [-0.3, 0.0, 0.1], [0.0, 0.0, 0.0], [0.0, 0.0, 0.0], [0.0, 0.0, 0.0], [0.0, 0.0, 0.0], [0.0, 0.0, 0.0], [0.0, 0.0, 0.0], [0.0, 0.0, 0.0], [0.0, 0.0, 0.0], [0.0, 0.0, 0.0], [0.0, 0.0, 0.0], [0.0, 0.0, 0.0], [0.1, 0.1, 0.0], [0.0, 0.0, 0.0], [0.0, 0.0, 0.0], [0.1, 0.0, 0.0], [-0.1, 0.0, -0.1], [0.0, -0.1, 0.0], [0.0, 0.0, 0.0], [0.0, 0.0, 0.0], [0.0, 0.0, 0.0], [0.0, 0.0, 0.0], [0.0, 0.0, 0.0], [0.0, 0.0, 0.0], [0.0, 0.0, 0.0], [0.0, 0.0, 0.0], [0.0, 0.0, 0.0], [0.0, 0.0, 0.0], [0.2, 0.2, -0.2], [0.0, 0.0, 0.0], [0.0, 0.0, 0.1], [-0.2, -0.4, 0.2], [0.0, 0.0, 0.0], [0.0, 0.0, 0.0], [0.0, 0.0, 0.0], [0.0, 0.0, 0.0], [0.0, 0.0, 0.0], [0.0, 0.0, 0.0], [0.0, 0.0, 0.0], [0.0, 0.0, 0.0], [0.0, 0.0, 0.0]], "nbo_charge": [1.212, -0.951, 2.549, -0.988, -0.973, -0.977, -0.661, 0.775, -0.558, -0.188, -0.170, -0.224, 0.208, -0.252, -0.154, -0.401, 0.094, 0.157, -0.215, -0.145, -0.225, 0.063, -0.435, 0.483, 0.206, 0.254, 0.214, 0.244, 0.170, 0.229, 0.230, 0.238, 0.289, -0.401, -0.400, 0.129, -0.375, 0.484, -0.596, 0.784, -0.713, -0.775, 0.198, 0.232, 0.219, 0.210, 0.226, 0.387, 0.414, -0.617, 0.004, -0.600, -0.587, -0.282, 0.219, 0.208, 0.208, 0.208, 0.222, 0.212, 0.214, 0.234, 0.238]}


Number 1: maximum force 15.527 eV/Å. Number 2: maximum force 18.805 eV/Å. Number 3: maximum force 0.635 eV/Å. Number 4: maximum force 0.626 eV/Å.